[1]
18
Properties=species:S:1:pos:R:3:forces:R:3:nbo_charge:R:1 method="wB97M-V/def2-TZVPD" energy_ev=-9910.3704 e_lumo_ev=0.88 charge=0 homo_lumo_gap_ev=10.16
C 0.830088 0.663375 -0.458155 -0.904 -0.261 -0.457 -0.219
C -0.544297 0.688835 -1.176147 1.289 0.882 -1.664 -0.436
C -1.100343 -0.714173 -1.388563 -0.972 0.773 1.378 -0.060
O -2.510936 -0.740516 -1.557709 -0.444 -0.044 -0.553 -0.732
N 0.650845 0.726469 0.981886 0.472 -0.353 -0.330 -0.663
C 1.383551 -0.157640 1.837946 -1.653 0.089 0.903 0.094
O 0.581302 -1.270298 2.299116 0.572 -0.589 0.007 -0.761
H 1.319241 -0.281420 -0.705938 0.036 -0.051 0.079 0.192
H 1.459175 1.441271 -0.903248 0.084 0.161 0.438 0.183
H -0.373259 1.165379 -2.160650 0.055 -0.430 0.027 0.196
H -1.198024 1.450149 -0.761713 -0.422 -0.492 0.779 0.215
H -0.723661 -1.147313 -2.310642 0.425 -0.233 0.275 0.187
H -0.840301 -1.254531 -0.465950 0.190 -0.504 -0.517 0.155
H -3.002889 -0.756408 -0.732986 0.385 0.082 0.144 0.469
H 0.564346 1.667508 1.318667 0.040 0.068 0.196 0.378
H 2.256100 -0.623944 1.388067 0.224 0.286 -0.097 0.163
H 1.585379 0.381412 2.770344 0.628 0.026 -0.317 0.166
H -0.336316 -1.238154 2.025674 -0.004 0.590 -0.290 0.473

[2]
13
Properties=species:S:1:pos:R:3:forces:R:3:nbo_charge:R:1 method="wB97M-V/def2-TZVPD" energy_ev=-8809.7031 e_lumo_ev=0.86 charge=0 homo_lumo_gap_ev=10.52
C 1.000125 -0.807647 1.048194 0.011 0.028 -0.026 -0.662
C -0.230406 -0.099645 0.472578 0.001 -0.198 -0.505 0.012
O -0.623837 1.077800 1.160888 0.182 0.178 -0.079 -0.707
C 0.054300 0.161465 -1.055364 0.317 -0.154 -0.094 0.644
O 1.117208 -0.179429 -1.550360 -0.180 0.087 0.028 -0.622
N -0.891499 0.695343 -1.875861 -0.023 0.056 0.118 -0.820
H 0.773059 -1.829919 1.359782 0.006 0.147 -0.042 0.219
H 1.413447 -0.282253 1.913330 -0.160 0.037 -0.047 0.207
H 1.745652 -0.830195 0.248650 0.050 -0.163 0.410 0.263
H -1.104169 -0.758622 0.531197 0.078 0.112 -0.130 0.190
H 0.170319 1.534031 1.471695 -0.166 -0.096 -0.156 0.471
H -1.725528 1.175264 -1.587752 0.080 -0.089 0.300 0.402
H -0.563018 0.830844 -2.823660 -0.197 0.056 0.223 0.403

[3]
20
Properties=species:S:1:pos:R:3:forces:R:3:nbo_charge:R:1 method="wB97M-V/def2-TZVPD" energy_ev=-9942.6323 e_lumo_ev=0.82 charge=0 homo_lumo_gap_ev=10.56
C -1.677750 -0.634075 1.435487 0.706 0.849 0.586 -0.612
C -1.826989 -0.074460 0.020354 0.038 -0.715 -0.120 -0.425
C -0.883974 -0.828409 -0.952419 0.517 0.235 1.255 -0.264
C -0.906379 0.972336 -2.449254 -0.888 -0.697 0.415 -0.051
N -0.267334 -0.005568 -1.978475 0.752 0.089 -0.339 -0.415
H -2.192735 -0.033006 2.186397 -0.567 -0.147 -0.196 0.216
H -0.639427 -0.406225 1.707560 0.086 -0.452 -0.018 0.204
H -1.845416 -1.686499 1.639821 -0.255 -0.141 -0.376 0.209
H -2.853594 0.002375 -0.336076 -0.083 -0.100 0.103 0.202
H -1.423613 0.933318 0.110124 -0.157 0.175 -0.280 0.209
H -0.084158 -1.160111 -0.283663 0.483 0.302 -0.153 0.194
H -1.163264 -1.819185 -1.307654 -0.818 0.247 -0.537 0.218
H -1.956373 1.078614 -2.172257 -0.095 0.527 -0.081 0.143
H -0.495445 1.691370 -3.145258 0.323 -0.154 -0.149 0.177
H 1.910696 0.389409 -1.415940 0.259 0.300 -0.475 0.487
H 2.688216 1.338841 -2.364152 -0.191 -0.094 -0.024 0.465
O 2.771818 0.822710 -1.559175 -0.107 -0.229 0.390 -0.957
H 3.348846 -0.622842 2.985425 0.304 0.395 0.603 0.474
H 4.005023 -0.109170 4.320066 0.181 -0.405 0.121 0.471
O 3.491852 0.150577 3.559090 -0.487 0.016 -0.724 -0.945

[4]
83
Properties=species:S:1:pos:R:3:forces:R:3:lowdin_spin:R:1 method="wB97M-V/def2-TZVPD" energy_ev=-101336.0088 e_lumo_ev="0.21 / -0.46" multiplicity=4 charge=0 homo_lumo_gap_ev="7.70 / 7.51"
V -0.116995 -1.392461 -0.636388 1.654 -4.458 1.216 2.630
C -1.831836 3.741548 -1.782755 0.494 0.242 -0.583 0.000
C -0.711841 3.854434 -1.056781 -0.782 1.126 -0.702 0.000
C -0.689701 4.471011 0.309620 -0.014 -0.209 0.040 0.000
C -1.861640 4.095486 1.228232 -0.604 0.435 0.874 0.000
C -2.311171 2.652721 1.185950 -0.397 -0.008 0.898 0.001
C -2.848860 1.941641 0.181585 -0.795 0.220 1.089 0.002
C -3.801098 2.557864 -0.777486 0.523 0.687 -1.268 0.000
C -3.252311 3.902808 -1.341481 -0.691 0.045 -0.107 0.000
C -0.899843 -3.263590 0.282817 -0.407 0.300 -0.281 -0.012
H -1.765506 3.565752 -2.858427 0.325 -0.319 0.402 0.000
H 0.250357 3.810117 -1.569896 -0.349 -0.126 0.195 0.000
H -0.687968 5.561728 0.167268 0.077 -0.164 0.155 0.000
H 0.252904 4.228790 0.809272 -0.057 0.051 0.039 0.000
H -1.517470 4.284739 2.260142 -0.205 -0.001 -0.322 0.000
H -2.710540 4.778175 1.087183 0.311 -0.062 0.057 0.000
H -2.345311 2.219474 2.205897 0.896 -0.371 -0.919 0.000
H -2.870320 0.855816 0.234152 -0.366 0.320 0.422 0.002
H -4.751587 2.752498 -0.249982 0.316 -0.197 -0.165 0.000
H -4.021755 1.882509 -1.615197 0.051 0.100 0.133 0.000
H -3.858207 4.149855 -2.233651 0.230 0.124 0.477 0.000
H -3.373259 4.712321 -0.603337 -0.064 -0.401 -0.536 0.000
H -0.880571 -3.612207 -0.775703 -0.297 -0.377 0.672 0.011
H -1.914055 -3.365340 0.711725 0.521 -0.191 -0.316 0.004
H -0.156640 -3.834135 0.880263 -0.515 0.580 -0.495 0.000
P -0.442030 -0.780748 1.553489 -1.434 0.264 1.150 0.065
P 1.386135 0.329188 -0.811080 0.601 1.211 -1.721 0.068
N -2.227811 -0.708166 1.954771 0.681 -0.068 -0.725 0.014
N 0.153319 -1.457713 3.065862 -0.315 -0.321 -0.375 0.001
N 0.502040 0.948716 -2.216969 -0.354 0.058 0.606 0.034
N 3.011185 0.529021 -1.329775 0.635 -0.480 0.125 0.004
C 0.164828 0.942713 1.640077 0.209 0.617 0.750 0.011
C 1.205238 1.440730 0.600401 0.269 0.515 0.336 0.004
C -3.213843 -1.195782 1.077104 -0.588 0.190 1.069 0.017
C -4.461934 -1.015599 1.668501 1.298 0.079 -0.350 0.001
C -4.250006 -0.349035 2.913623 1.259 -0.017 -0.134 0.002
C -2.874330 -0.177397 3.062594 -0.690 -0.307 -0.216 0.001
C -0.239167 -2.722973 3.513392 0.559 0.072 0.842 0.000
C 0.331972 -2.956415 4.759315 -0.380 0.809 -1.076 0.000
C 1.084985 -1.786721 5.109957 -0.424 0.413 -1.270 0.000
C 0.969549 -0.892945 4.051771 -0.140 -0.501 0.580 0.000
C -0.641370 0.229966 -2.623472 0.734 1.007 -0.460 0.025
C -1.137993 0.825893 -3.766499 -0.288 -0.517 0.560 0.003
C -0.335572 1.958967 -4.041428 0.778 -0.155 0.714 0.008
C 0.651087 2.013979 -3.067022 -0.643 -0.086 -0.829 0.006
C 3.683530 1.457433 -2.132547 0.524 -0.061 0.061 0.000
C 5.037367 1.162071 -2.120343 -1.125 0.029 0.141 0.000
C 5.215624 0.014624 -1.295266 -0.633 -0.018 0.388 0.000
C 3.975376 -0.349392 -0.818545 0.249 0.442 -0.062 -0.001
H 0.531281 1.129804 2.658395 -0.217 0.353 -0.386 0.001
H -0.734065 1.545608 1.481943 0.248 -0.278 0.244 0.001
H 0.921590 2.430201 0.191767 0.187 -0.431 0.482 -0.001
H 2.204420 1.527029 1.071483 -0.405 -0.023 -0.344 0.001
H -2.950542 -1.604194 0.110207 -0.002 -0.059 0.302 0.014
H -5.405208 -1.350504 1.259276 0.128 0.154 -0.019 0.000
H -5.010106 -0.027176 3.610567 0.133 -0.087 0.014 0.000
H -2.297475 0.243263 3.876914 -0.125 -0.071 -0.089 0.000
H -0.911657 -3.330002 2.921032 0.203 0.123 0.108 0.000
H 0.202135 -3.843305 5.356533 -0.028 -0.008 -0.041 0.000
H 1.617354 -1.603112 6.031201 0.042 -0.032 -0.144 0.000
H 1.368606 0.106541 3.941541 0.038 -0.343 0.095 0.000
H -1.049441 -0.621985 -2.073450 -0.536 0.219 -0.750 0.026
H -2.002748 0.489004 -4.333002 0.254 0.099 0.224 0.000
H -0.491011 2.681146 -4.826068 0.105 -0.072 -0.056 0.001
H 1.403421 2.770303 -2.905511 -0.125 -0.250 -0.130 0.000
H 3.148101 2.217582 -2.677256 0.260 -0.147 0.138 0.000
H 5.806195 1.705241 -2.653282 -0.170 -0.071 0.023 0.000
H 6.146093 -0.502004 -1.087713 -0.256 0.110 -0.035 0.000
H 3.639258 -1.164873 -0.187723 0.158 0.228 -0.125 0.000
C 1.896734 -4.941078 -0.523810 -0.619 -0.189 0.375 0.001
C 2.243384 -3.527430 -0.991064 0.976 -0.333 -0.821 0.004
O 1.800463 -2.474899 -0.276546 -0.384 0.219 -0.199 0.038
C 3.860024 -3.640514 -1.050443 0.318 -0.032 0.004 -0.001
F 4.280482 -4.883106 -1.479441 -0.154 1.242 0.390 0.000
F 4.483772 -2.748073 -1.864672 -0.368 -0.871 0.643 0.000
F 4.361032 -3.475098 0.212552 -0.348 -0.055 -1.081 0.000
C 1.780966 -3.367260 -2.475129 0.504 -0.099 -0.704 0.002
F 2.152187 -4.402879 -3.277869 -0.376 0.840 0.458 0.000
F 0.404352 -3.286674 -2.554518 0.677 0.181 0.094 0.004
F 2.247498 -2.224380 -3.051572 -0.556 -0.741 0.388 0.002
H 2.396097 -5.138747 0.436263 -0.225 0.108 -0.275 0.000
H 2.265325 -5.644097 -1.265445 -0.213 -0.196 0.198 0.000
H 0.818528 -5.056303 -0.396094 0.239 -0.012 -0.058 0.000